Record 1
The following is a quantum chemistry calculation of a 15-piece molecular cluster, C30H90O15 overall in a non-equilibrium geometry, from OMol25.

Values from the calculation:
E_LUMO   0.30 eV
Orbital gap   0.357 Ha
DFT total energy   -63280.0426 eV
Energy relative to the best compared isomer or geometry (same formula, charge and spin)   315.0 kJ/mol

Cartesian coordinates (Å):
C -4.5967 -3.2789 0.7774
C -3.1838 -2.7165 0.7666
O -2.4571 -3.1158 1.9321
H -5.1996 -2.6638 1.4461
H -4.6244 -4.3317 1.0458
H -5.0325 -3.1967 -0.2250
H -3.2374 -1.6254 0.7029
H -2.5928 -3.0266 -0.1038
H -2.3010 -2.3044 2.4533
C 0.9826 -3.0418 3.0549
C 2.4387 -2.6253 3.1291
O 2.8570 -1.9979 1.9381
H 0.3007 -2.1991 2.9289
H 0.6775 -3.5610 3.9723
H 0.7628 -3.7670 2.2655
H 3.0866 -3.4424 3.4628
H 2.5373 -1.8977 3.9399
H 3.1390 -2.6597 1.2634
C -4.2599 0.1273 -1.7971
C -5.5003 0.7849 -1.1688
O -5.7618 0.3346 0.1562
H -3.3764 0.7233 -1.5617
H -4.3087 0.0668 -2.8845
H -4.1355 -0.8910 -1.4320
H -6.3509 0.5625 -1.8169
H -5.3274 1.8590 -1.1833
H -6.3670 -0.4087 0.0985
C 4.8574 0.3166 -0.0558
C 4.9066 1.5855 -0.8631
O 3.6431 1.7817 -1.5532
H 4.1010 0.4710 0.7211
H 5.8038 0.1056 0.4387
H 4.6085 -0.5537 -0.6646
H 5.7065 1.5745 -1.6210
H 5.0436 2.4752 -0.2302
H 3.6784 2.6672 -1.9698
C -0.3007 -5.5444 -0.1989
C -1.4386 -6.0394 0.6667
O -1.2781 -5.5996 2.0147
H -0.4630 -5.6992 -1.2689
H 0.6428 -5.9921 0.1237
H -0.1331 -4.4681 -0.0761
H -1.5069 -7.1300 0.6743
H -2.4221 -5.6747 0.3295
H -1.7281 -4.7368 2.1485
C 3.3878 -0.3683 -4.1597
C 4.7780 -0.4621 -3.5681
O 5.7142 -0.5633 -4.6631
H 2.6709 0.0425 -3.4448
H 3.0512 -1.3293 -4.5409
H 3.4002 0.3734 -4.9615
H 4.9098 -1.3529 -2.9421
H 4.9780 0.4403 -2.9740
H 6.5664 -0.8571 -4.3314
C -2.5081 -1.2001 -4.5577
C -1.7636 -0.8781 -3.2888
O -0.3706 -0.8671 -3.5258
H -3.5432 -1.4777 -4.3418
H -2.1380 -2.0991 -5.0576
H -2.4219 -0.3415 -5.2199
H -1.9605 -1.6022 -2.4810
H -2.1262 0.0814 -2.8937
H 0.0900 -0.4605 -2.7667
C 0.7171 1.7952 4.4565
C 0.9974 0.5234 3.6746
O 2.2690 0.6165 3.0324
H -0.3310 1.7814 4.7619
H 0.8775 2.6861 3.8500
H 1.3276 1.8376 5.3567
H 0.2058 0.3220 2.9447
H 0.9650 -0.3175 4.3803
H 2.4387 -0.2736 2.6718
C -3.9785 -0.6423 4.6964
C -2.4812 -0.4108 4.5041
O -2.0918 -0.6247 3.1492
H -4.2168 -0.7224 5.7606
H -4.3150 -1.5224 4.1540
H -4.5369 0.2287 4.3387
H -1.9437 -1.1850 5.0584
H -2.1943 0.5744 4.8805
H -2.4566 0.0707 2.5459
C 1.5125 4.2540 -2.1552
C 2.7206 5.1547 -2.1570
O 3.8527 4.3764 -2.6245
H 1.6520 3.4011 -1.4902
H 1.3451 3.8936 -3.1709
H 0.6134 4.7432 -1.7803
H 2.9302 5.5288 -1.1447
H 2.6356 6.0501 -2.7832
H 4.6633 4.8340 -2.3774
C 2.3819 5.0061 1.4135
C 2.4798 3.4996 1.3219
O 3.3629 3.0416 2.3297
H 1.5845 5.4262 0.7875
H 3.3069 5.4585 1.0488
H 2.1823 5.3423 2.4304
H 2.8664 3.2189 0.3340
H 1.5140 3.0027 1.4652
H 2.9953 2.1979 2.7034
C -1.7354 2.8796 1.8004
C -3.0126 2.4646 1.1092
O -3.3595 1.1622 1.5210
H -1.7579 2.6646 2.8709
H -1.5121 3.9492 1.7501
H -0.8634 2.4118 1.3386
H -2.8163 2.4927 0.0306
H -3.8207 3.1803 1.2852
H -4.1501 0.8775 1.0218
C -2.0217 3.4691 -2.1316
C -3.4182 3.7481 -2.6415
O -3.7350 2.7905 -3.6393
H -1.8013 4.1733 -1.3235
H -1.2700 3.6184 -2.9030
H -1.9455 2.4503 -1.7481
H -3.4561 4.7882 -2.9955
H -4.1555 3.7136 -1.8260
H -4.6081 2.9950 -3.9929
C -0.5115 -0.5116 0.0416
C 0.8898 0.0685 -0.0309
O 1.2822 0.1826 -1.3975
H -0.4375 -1.5835 -0.1676
H -1.1904 -0.0438 -0.6730
H -0.9739 -0.3866 1.0241
H 1.5895 -0.5930 0.4846
H 0.9122 1.0429 0.4752
H 2.1622 0.6045 -1.3603
C 2.9301 -3.2420 -1.7871
C 2.4837 -4.0541 -0.6080
O 3.5654 -4.1739 0.3623
H 2.0984 -3.1307 -2.4849
H 3.7806 -3.7064 -2.2816
H 3.1758 -2.2142 -1.5084
H 2.2574 -5.0788 -0.9221
H 1.6094 -3.6265 -0.1068
H 3.3600 -4.8736 0.9886

Atomic partial charges in e from the Löwdin method, atoms 1 to 5: atom 1 (C): -0.071, atom 2 (C): -0.304, atom 3 (O): -0.109, atom 4 (H): 0.069, atom 5 (H): 0.073

---

Record 2
The following is a quantum chemistry calculation of a 15-piece molecular cluster, C30H90O15 overall in a non-equilibrium geometry, from OMol25.

Values from the calculation:
E_LUMO   0.47 eV
Orbital gap   0.366 Ha
DFT total energy   -63277.4314 eV
Energy relative to the best compared isomer or geometry (same formula, charge and spin)   566.9 kJ/mol

Cartesian coordinates (Å):
C 1.0432 0.4381 5.7180
C 1.8104 1.3356 4.7558
O 1.4069 1.2355 3.4236
H 1.6244 0.5021 6.6615
H 1.1338 -0.5553 5.3923
H -0.0182 0.7585 5.8060
H 2.8858 1.0147 4.6820
H 1.8638 2.3345 5.0877
H 1.1316 2.1344 3.1446
C 0.2573 1.0222 -3.7440
C 1.6162 0.5188 -4.1934
O 2.5605 1.6188 -4.1394
H 0.2551 1.2906 -2.7058
H -0.4004 0.1386 -3.7782
H -0.1634 1.8629 -4.2959
H 1.6420 0.2633 -5.2769
H 1.8560 -0.3498 -3.6621
H 3.4582 1.2171 -4.4047
C -2.9266 -4.1846 -3.8228
C -1.4718 -3.6720 -3.8679
O -0.5580 -4.4200 -2.9847
H -3.0010 -5.1658 -4.1911
H -3.5446 -3.5525 -4.4186
H -3.3274 -4.2197 -2.8022
H -1.4145 -2.5997 -3.7010
H -1.0821 -3.7559 -4.8571
H -0.8556 -4.2751 -2.0719
C -1.2882 4.5631 -1.7638
C -0.6635 3.7466 -0.6523
O 0.0070 4.6567 0.2891
H -0.4897 4.9542 -2.3783
H -1.8633 5.3780 -1.3082
H -1.9861 3.9266 -2.3756
H 0.0745 3.0452 -1.1152
H -1.4032 3.2478 -0.0652
H 0.8216 5.1115 -0.0583
C -3.1503 1.2929 3.4491
C -2.2848 0.2739 2.7307
O -1.2332 -0.2939 3.4830
H -3.8696 0.7891 4.0903
H -3.7469 1.8606 2.6401
H -2.6263 2.0589 4.0694
H -1.7434 0.6472 1.8510
H -2.9104 -0.6181 2.4131
H -0.4298 0.2006 3.3649
C -5.5917 3.0614 0.7915
C -5.9337 3.4884 -0.6169
O -4.6072 3.6024 -1.2584
H -4.9645 3.8753 1.2297
H -5.0543 2.0793 0.8011
H -6.5050 2.9442 1.3822
H -6.4592 4.4264 -0.6078
H -6.4630 2.6825 -1.1433
H -4.6426 3.9378 -2.2247
C -1.5073 -4.1498 4.3432
C -0.0838 -3.7596 4.1085
O 0.2820 -2.4238 4.4240
H -2.1696 -3.3666 3.8849
H -1.6434 -4.2824 5.3745
H -1.6491 -5.1454 3.8724
H 0.1756 -3.9898 3.1177
H 0.5808 -4.3309 4.8347
H -0.3574 -1.7875 3.9838
C 3.7258 4.4220 -0.1089
C 2.9903 3.1509 -0.5565
O 3.9206 2.2430 -1.0896
H 4.3674 4.6297 -0.9337
H 4.3828 4.3157 0.6868
H 3.0985 5.3529 0.0963
H 2.2359 3.3203 -1.3318
H 2.3914 2.7285 0.2664
H 3.6132 2.0055 -2.0017
C 6.3449 -0.9601 -2.4188
C 6.1696 0.3050 -3.2244
O 5.0748 0.2862 -4.2213
H 6.3143 -1.9177 -2.9485
H 5.6769 -1.0028 -1.6211
H 7.3530 -0.7904 -1.9714
H 7.0604 0.5363 -3.7975
H 6.0098 1.2041 -2.6311
H 5.0371 -0.4789 -4.7107
C -1.1075 4.0220 5.1633
C -0.9707 4.6914 3.7878
O -0.3418 3.7282 2.9123
H -1.6334 4.6796 5.8574
H -0.1042 3.8217 5.5367
H -1.5950 3.0645 4.9970
H -0.2743 5.5035 3.9853
H -1.9701 4.9875 3.3701
H -0.2069 4.1378 2.0512
C -3.6010 -4.2814 0.1576
C -2.3846 -3.5513 0.5688
O -1.3569 -3.8303 -0.3408
H -4.5144 -4.1349 0.7783
H -3.3385 -5.3794 0.1648
H -3.9685 -4.1129 -0.8832
H -2.1042 -3.9244 1.5868
H -2.5850 -2.4712 0.5751
H -0.4968 -3.4258 -0.0967
C 3.8990 -1.5555 1.0698
C 3.1126 -1.2323 2.3140
O 1.8041 -1.7512 2.2325
H 3.4157 -1.0205 0.2925
H 3.9717 -2.6222 0.9009
H 4.9430 -1.2010 1.2702
H 3.0996 -0.1360 2.4221
H 3.6294 -1.7466 3.1625
H 1.5355 -2.1918 3.0567
C 0.1982 0.0648 -0.1331
C 0.3853 -1.2120 -0.9554
O 0.8698 -2.3126 -0.2343
H 1.2242 0.5006 -0.0845
H -0.0913 -0.0674 0.9334
H -0.6297 0.7611 -0.5055
H 1.0428 -1.1458 -1.7623
H -0.6200 -1.5282 -1.3500
H 1.3291 -2.1213 0.6532
C 3.2500 -4.9324 -3.0282
C 2.8771 -4.2487 -4.3003
O 1.9976 -3.1393 -4.1086
H 4.0592 -5.6516 -3.2252
H 2.4660 -5.4204 -2.4542
H 3.7427 -4.1830 -2.4456
H 2.3643 -4.8479 -5.0438
H 3.7647 -3.8464 -4.7712
H 1.1826 -3.4627 -3.6453
C -3.5548 0.6699 -3.0609
C -3.7496 0.1098 -1.6252
O -3.0079 0.7848 -0.6645
H -3.9166 -0.0925 -3.7683
H -2.5312 0.9167 -3.1013
H -4.1352 1.5583 -3.2060
H -3.3150 -0.8689 -1.5193
H -4.8136 0.0129 -1.3330
H -3.4147 1.6468 -0.3507

Atomic partial charges in e from the Löwdin method, atoms 1 to 5: atom 1 (C): -0.058, atom 2 (C): -0.326, atom 3 (O): -0.103, atom 4 (H): 0.091, atom 5 (H): 0.028

---

Record 3
The following is a quantum chemistry calculation of a 10-piece molecular cluster, C30H90O40P10 overall in a non-equilibrium geometry, from OMol25.

Values from the calculation:
E_LUMO   0.03 eV
Orbital gap   0.380 Ha
DFT total energy   -207372.3477 eV
Energy relative to the best compared isomer or geometry (same formula, charge and spin)   999.2 kJ/mol
SMILES   COP(=O)(OC)OC.COP(=O)(OC)OC.COP(=O)(OC)OC.COP(=O)(OC)OC.COP(=O)(OC)OC.COP(=O)(OC)OC.COP(=O)(OC)OC.COP(=O)(OC)OC.COP(=O)(OC)OC.COP(=O)(OC)OC

Cartesian coordinates (Å):
C 5.9223 -7.6868 0.2671
O 6.0295 -6.4054 0.8571
P 7.3219 -5.9338 1.6159
O 8.3229 -6.9796 2.0552
O 7.8966 -4.8341 0.5344
C 9.2787 -4.4523 0.7192
O 6.8365 -5.0532 2.8708
C 6.1324 -3.8467 2.6624
H 5.0619 -7.6741 -0.4020
H 5.7047 -8.4450 1.0194
H 6.7642 -7.9279 -0.3818
H 9.5474 -3.8084 -0.1183
H 9.8396 -5.3849 0.6588
H 9.5118 -3.9828 1.6748
H 6.7980 -3.1184 3.1258
H 5.2543 -3.7307 3.2978
H 5.9415 -3.5996 1.6181
C 2.4293 -3.5552 7.6470
O 2.8520 -2.1959 7.4381
P 3.4004 -1.3244 8.6454
O 2.2861 -0.8163 9.4925
O 4.2919 -0.2714 7.8009
C 5.5153 0.2454 8.1833
O 4.5803 -2.1603 9.4071
C 4.7584 -2.1012 10.8079
H 2.3544 -3.9809 6.6464
H 1.4910 -3.4041 8.1806
H 3.2080 -4.0655 8.2139
H 5.7220 0.2335 9.2535
H 5.4337 1.3032 7.9333
H 6.3168 -0.2306 7.6184
H 3.8329 -1.7213 11.2406
H 5.5738 -1.4490 11.1210
H 4.9780 -3.1454 11.0301
C -6.0899 4.5774 -1.0741
O -5.9871 5.9555 -1.0221
P -7.2032 6.8304 -0.6116
O -8.2239 6.2077 0.2860
O -7.7810 7.4225 -1.9626
C -9.1679 7.3261 -2.2495
O -6.5951 8.1399 0.0172
C -5.5358 8.7486 -0.6883
H -5.6606 4.3754 -2.0555
H -7.1511 4.3365 -1.0128
H -5.4027 3.9628 -0.4926
H -9.0868 7.3256 -3.3364
H -9.5020 8.3234 -1.9634
H -9.8058 6.4800 -1.9937
H -4.7247 8.9329 0.0161
H -5.9205 9.6526 -1.1606
H -5.1349 8.0772 -1.4477
C -0.2819 0.2536 -1.5933
O 0.8824 0.5458 -0.8818
P 1.9844 -0.6546 -0.7878
O 2.0109 -1.6681 -1.8835
O 3.4041 0.1320 -0.5575
C 3.5182 1.3832 0.2109
O 1.5792 -1.2318 0.6683
C 1.5130 -2.6403 0.8744
H -1.0643 -0.1758 -0.9676
H -0.1454 -0.2843 -2.5314
H -0.5949 1.1548 -2.1205
H 3.9504 1.4622 1.2085
H 2.5196 1.7910 0.3679
H 3.9113 2.2359 -0.3426
H 1.8422 -3.0776 1.8170
H 2.1264 -3.3077 0.2691
H 0.4716 -2.8979 0.6816
C -0.5563 -1.1826 -7.5282
O -1.9093 -1.2028 -7.0996
P -3.0599 -0.7382 -8.1725
O -4.3110 -0.3092 -7.5291
O -2.3833 0.2581 -9.1670
C -3.2603 1.0641 -10.0496
O -3.2522 -2.1455 -9.0596
C -4.0325 -3.1314 -8.3186
H -0.3870 -0.7889 -8.5304
H -0.0316 -2.1247 -7.3694
H 0.1043 -0.6167 -6.8715
H -4.0862 1.4790 -9.4718
H -3.4190 0.4100 -10.9070
H -2.7590 1.9650 -10.4033
H -4.5876 -3.8038 -8.9727
H -4.8129 -2.6547 -7.7255
H -3.4952 -3.7038 -7.5624
C -2.1786 1.3037 4.4403
O -3.5463 1.7043 4.6354
P -4.6295 0.5931 5.2339
O -4.7986 -0.6058 4.3735
O -4.0205 0.2522 6.6992
C -3.2682 -0.9347 6.9102
O -6.0150 1.4043 5.5851
C -6.8950 1.7247 4.4816
H -2.0213 1.0356 3.3956
H -1.9522 0.4623 5.0953
H -1.4353 2.0280 4.7737
H -3.7286 -1.6879 7.5495
H -2.3338 -0.6760 7.4082
H -3.0176 -1.4232 5.9685
H -6.3560 2.3682 3.7862
H -7.7898 2.2566 4.8052
H -7.3199 0.8144 4.0587
C 11.1750 9.0716 1.0664
O 11.2425 8.9165 2.5049
P 10.0218 8.5845 3.5248
O 8.6845 9.2254 3.0967
O 10.1163 6.9986 3.6580
C 9.1390 6.2269 2.9958
O 10.6211 9.1516 4.8804
C 10.3915 8.4505 6.1352
H 11.2808 10.1432 0.8974
H 10.2775 8.7039 0.5690
H 12.0189 8.5895 0.5731
H 9.0883 6.4988 1.9415
H 8.0648 6.3405 3.1417
H 9.2043 5.1389 2.9971
H 9.6393 7.6764 5.9831
H 9.9040 9.1112 6.8521
H 11.3440 8.1152 6.5455
C 6.9222 4.8014 -3.3497
O 6.7459 5.9411 -2.5735
P 5.9265 7.3081 -3.0903
O 5.7515 8.5370 -2.2253
O 6.7665 7.6323 -4.4925
C 6.2184 8.4130 -5.5235
O 4.4871 6.7499 -3.6859
C 3.2573 6.9517 -3.0327
H 6.4755 3.9338 -2.8642
H 8.0094 4.8654 -3.3932
H 6.4619 5.0668 -4.3015
H 5.2975 8.0489 -5.9789
H 6.9534 8.5850 -6.3099
H 6.0378 9.3400 -4.9793
H 3.4712 7.5908 -2.1760
H 2.9499 6.0391 -2.5220
H 2.3981 7.4531 -3.4782
C -10.6453 -4.8879 -1.8367
O -10.5746 -4.1046 -3.0729
P -9.1944 -3.7495 -3.6902
O -8.2056 -4.8241 -3.9713
O -9.5328 -2.7027 -4.9205
C -9.7486 -3.2785 -6.2152
O -8.5369 -2.6476 -2.6649
C -7.2116 -2.3351 -2.5892
H -11.1793 -5.8064 -2.0801
H -11.3492 -4.3784 -1.1787
H -9.7519 -5.3144 -1.3805
H -8.9655 -2.8536 -6.8432
H -10.7353 -3.0111 -6.5933
H -9.5803 -4.3551 -6.1892
H -6.8551 -1.4032 -3.0282
H -6.6099 -3.1877 -2.9040
H -6.9503 -2.2930 -1.5318
C -7.7997 -10.2273 -2.4381
O -7.1023 -9.3964 -1.5026
P -5.8304 -9.8525 -0.5360
O -6.2825 -10.4673 0.7580
O -4.8514 -8.5251 -0.4657
C -3.6690 -8.4952 -1.2485
O -5.0728 -10.9240 -1.4888
C -4.6789 -12.1853 -1.0732
H -8.7320 -10.7301 -2.1810
H -7.2136 -11.0724 -2.7993
H -7.9707 -9.6196 -3.3266
H -3.0312 -9.3722 -1.1390
H -3.0540 -7.6397 -0.9691
H -4.0471 -8.5850 -2.2669
H -5.0520 -12.4202 -0.0764
H -3.5889 -12.1795 -1.0714
H -5.0388 -12.9614 -1.7488

Atomic partial charges in e from the Löwdin method, atoms 1 to 5: atom 1 (C): -0.096, atom 2 (O): -0.210, atom 3 (P): 0.440, atom 4 (O): -0.259, atom 5 (O): -0.247